{"formula": "C5H14N", "method": "ωB97M-V/def2-TZVPD", "species": ["N", "C", "C", "C", "C", "C", "H", "H", "H", "H", "H", "H", "H", "H", "H", "H", "H", "H", "H", "H"], "positions_angstrom": [[-2.129995, -0.510322, 0.359107], [0.654094, 0.066826, -1.609021], [0.726786, -0.333129, -0.085380], [-0.058330, 0.528018, 0.874640], [2.102263, -0.409324, 0.453291], [-1.473503, 0.799562, 0.418421], [2.624413, 0.473411, 0.060152], [2.403263, -0.492682, 1.491955], [0.281067, -1.430470, 0.066813], [2.669298, -1.139666, -0.074467], [-1.723315, -1.188402, 0.936017], [-0.284658, -0.037392, -2.110898], [-3.122147, -0.461192, 0.482757], [-2.075763, 1.539374, 1.000472], [-1.977398, -0.894493, -0.557876], [0.544460, 1.492944, 0.800990], [-1.420747, 1.122133, -0.649389], [1.450080, -0.494620, -2.199776], [0.838408, 1.129187, -1.541361], [-0.028285, 0.240230, 1.883550]], "forces_ev_per_a": [[-1.2, 0.2, -1.4], [1.8, -0.6, 1.5], [-2.4, -4.0, 0.6], [0.7, 3.4, -2.0], [2.4, 1.0, -1.5], [0.7, 1.6, -0.8], [0.0, 0.4, 0.4], [-1.0, 0.0, 0.3], [0.8, 1.7, -0.6], [0.3, -1.1, -0.3], [0.6, -1.2, 1.8], [-0.7, -0.4, -0.1], [-0.9, -0.1, 0.3], [0.6, -0.9, -0.3], [0.0, -0.3, -0.8], [-1.1, -0.6, 0.5], [-0.3, 0.2, 1.0], [-1.0, 0.9, 0.8], [0.5, 0.5, -0.7], [0.2, -0.8, 1.4]], "mulliken_charge": [-0.1887, -1.4859, 0.9244, -0.9360, -1.7229, -0.6814, 0.4200, 0.4082, 0.1790, 0.4148, 0.3096, 0.3663, 0.3549, 0.3691, 0.3584, 0.3989, 0.3388, 0.3486, 0.4186, 0.4052], "total_charge": 1, "smiles": "CC(C)CC[NH3+]", "lumo_ev": -3.62, "total_energy_ev": -6894.7895, "e_homo_ev": -14.8, "max_force_ev_per_a": 4.7}